1.
Entry from the Open Molecules 2025 dataset: the molecule C5H4N2O2S in a non-equilibrium geometry (the ωB97M-V functional and the def2-TZVPD basis).

The geometry in XYZ format:
```
14
Properties=species:S:1:pos:R:3:forces:R:3
S -0.4986 -1.5551 1.7939 1.5 3.3 -1.3
O 1.8947 2.0216 -0.2671 1.4 0.0 5.8
O 1.7057 1.0616 1.7156 -0.6 -0.7 2.2
N 0.0973 0.8583 -1.3792 -1.2 0.0 -1.3
N -1.4824 -1.3765 -0.7399 0.9 0.7 1.5
C -0.5939 -0.7947 0.0662 1.8 -0.2 4.4
C -0.8823 0.4283 -2.1970 0.9 -1.2 0.4
C -1.6797 -0.7171 -1.8313 1.6 2.8 -1.6
C 1.2673 1.1505 0.6282 2.4 1.3 -3.1
C 0.2815 0.3568 -0.1505 -4.0 -2.2 -2.1
H 0.3251 -0.3461 2.2199 -1.4 -2.5 -0.4
H -0.8605 0.8171 -3.2424 -0.4 -0.1 1.1
H 1.4871 1.8387 -1.0421 -2.0 -0.3 -4.6
H -2.4391 -1.0091 -2.4864 -1.1 -0.7 -0.9
```
Positions in Å, forces in eV/Å.

The calculation puts the orbital gap at 8.4 eV. Its relative energy (zero: lowest compared OMol25 entry of this formula, charge and spin) is 1.032 eV. The value obtained for the HOMO energy is -0.341 Ha. As for the spin multiplicity: 1. As for the SMILES: O=C(O)c1nccnc1S. The electronic energy is -851.0637 hartree.

=====

2.
Entry from the Open Molecules 2025 dataset: the molecule C5H4N2S in a non-equilibrium geometry (the ωB97M-V functional and the def2-TZVPD basis).

The geometry in XYZ format:
```
12
Properties=species:S:1:pos:R:3:forces:R:3
S 2.1573 -0.3010 -0.1047 3.4 -0.8 1.5
N -2.0111 0.5723 0.0006 1.0 -0.8 -0.5
N -1.2084 0.2314 -1.1376 -0.3 1.6 3.5
C 0.5960 0.0241 0.4456 0.5 1.2 0.5
C -0.1906 0.2161 1.5017 3.5 -0.3 4.0
C -1.4548 0.5369 1.2478 -3.5 -0.8 -0.8
C 0.0721 0.1132 -0.8033 -3.5 -1.6 -2.3
C 1.1901 -0.4938 -1.5481 1.3 0.8 -5.4
H 1.6008 0.1010 -2.5547 -1.1 -1.4 2.7
H 1.0925 -1.5704 -1.8473 -0.3 1.0 0.4
H -2.0307 0.4309 2.2176 -0.6 1.1 -1.8
H 0.1868 0.1394 2.5825 -0.6 0.0 -1.8
```
Positions in Å, forces in eV/Å.

The calculation puts the orbital gap at 9.2 eV. Its relative energy (zero: lowest compared OMol25 entry of this formula, charge and spin) is 2.998 eV. The value obtained for the HOMO energy is -0.334 Ha. As for the spin multiplicity: 1. The electronic energy is -700.5057 hartree.

=====

3.
Entry from the Open Molecules 2025 dataset: the molecule C5H4N2S in a non-equilibrium geometry (the ωB97M-V functional and the def2-TZVPD basis).

The geometry in XYZ format:
```
12
Properties=species:S:1:pos:R:3:forces:R:3
S -1.4996 -0.4544 -2.1678 -0.2 0.2 0.2
N -0.0200 0.6481 1.2839 -0.4 0.1 0.0
N -1.9167 0.8661 0.1591 0.1 -0.1 -0.1
C 0.1608 -0.0199 0.0834 0.1 0.0 0.2
C 2.3631 -1.2557 -0.6023 0.4 -0.2 -0.2
C -1.2831 1.1439 1.2657 -0.1 0.7 1.1
C 1.3579 -0.6884 -0.2663 0.0 0.0 -0.1
C -1.0294 0.1417 -0.5812 -0.1 -0.2 -0.5
H 3.2672 -1.7593 -0.9120 -0.5 0.3 0.2
H -0.3389 -1.0555 -2.4037 0.3 -0.2 -0.1
H -1.7082 1.7334 2.1044 0.5 -0.6 -0.8
H 0.6469 0.7001 2.0369 -0.1 0.0 -0.1
```
Positions in Å, forces in eV/Å.

The calculation puts the orbital gap at 8.9 eV. Its relative energy (zero: lowest compared OMol25 entry of this formula, charge and spin) is 1.287 eV. The value obtained for the HOMO energy is -0.299 Ha. As for the spin multiplicity: 1. As for the SMILES: C#Cc1[nH]cnc1S. The electronic energy is -700.5686 hartree.